17
Properties=species:S:1:pos:R:3:mulliken_spin:R:1 method="wB97M-V/def2-TZVPD" orbital_gap_ev="5.3 / 8.3" multiplicity=3 charge=0 lumo_energy_ev="0.561 / -1.966"
C 1.9791 -1.3318 0.0471 0.99
C 1.5257 -0.1095 0.0091 0.79
C -0.0628 0.4808 -0.7936 -0.05
C -1.2511 -0.1516 0.0579 -0.03
O 2.1689 0.9633 0.5351 0.22
O 0.0550 1.8174 -0.5245 0.00
O -2.2982 0.8927 -0.0006 0.00
O -0.8492 -0.1730 1.3477 0.02
O -1.6933 -1.4137 -0.3979 0.00
H 2.8194 -1.4317 0.7755 0.02
H 1.3887 -2.1382 -0.2904 0.01
H -0.1388 0.4417 -1.8416 0.02
H 1.5950 1.6413 0.2075 -0.01
H -0.5834 2.1090 0.1385 0.00
H -2.6052 0.9498 -0.9306 0.00
H 0.0124 -0.5816 1.3697 0.00
H -2.0621 -1.9650 0.2910 0.00

26
Properties=species:S:1:pos:R:3:mulliken_spin:R:1 method="wB97M-V/def2-TZVPD" orbital_gap_ev="7.4 / 7.8" multiplicity=3 charge=+1 lumo_energy_ev="-2.727 / -6.311"
C -0.5610 -0.4501 1.5607 0.43
C -0.3793 2.4675 -0.9941 0.04
C 0.6716 1.4249 -1.3906 -0.05
C 0.8901 -1.1954 -0.7131 0.02
C 0.2583 -2.1331 0.3361 -0.03
C -1.8832 1.9026 -1.0167 0.01
C 0.2594 0.1744 -0.6387 0.70
C 1.4880 -1.2906 2.3893 -0.01
N 0.3107 -1.4501 1.5681 0.29
O -2.2618 -0.7436 -1.6259 0.12
O -1.6927 -0.5292 0.8684 0.02
S -1.4580 0.0643 -0.7513 0.30
H -0.5130 0.2640 2.3730 0.02
H -0.2761 2.9334 0.0554 0.00
H -0.2955 3.3117 -1.7156 0.00
H 0.5408 1.2410 -2.4512 0.05
H 1.7104 1.7972 -1.1431 0.01
H 1.9582 -1.0214 -0.6363 0.01
H 0.8204 -1.7363 -1.8102 0.05
H -0.6996 -2.5328 -0.0478 0.00
H 0.8568 -2.9870 0.3172 -0.01
H -2.5120 2.3867 -0.3498 0.00
H -2.2598 1.9195 -1.9611 0.01
H 1.4087 -0.1852 2.6318 0.01
H 2.3939 -1.7319 1.8868 0.00
H 1.2247 -1.9005 3.2586 0.01

87
Properties=species:S:1:pos:R:3:mulliken_spin:R:1 method="wB97M-V/def2-TZVPD" orbital_gap_ev="8.5 / 7.1" multiplicity=5 charge=+2 lumo_energy_ev="-4.896 / -6.875" relative_energy_kcal_mol=0.0
Os -1.5261 0.5553 -0.6308 3.02
S -0.6643 2.6806 -0.0440 0.13
P 1.0712 1.8423 -0.8396 0.05
C 0.2822 0.4482 -1.4619 0.31
P 0.2282 -1.0552 -2.2973 0.06
S -1.7681 -1.4385 -1.8859 0.14
C 0.5047 -0.9630 -4.0582 0.05
C -0.3490 -0.1531 -4.8143 -0.01
C -0.1508 -0.0372 -6.1772 0.00
C 0.8924 -0.7279 -6.7870 0.00
C 1.7343 -1.5357 -6.0394 0.00
C 1.5442 -1.6603 -4.6700 0.00
C 1.2957 -2.3195 -1.6134 0.05
C 0.8175 -3.6001 -1.3491 0.01
C 1.6990 -4.5803 -0.9138 0.00
C 3.0458 -4.2844 -0.7514 0.00
C 3.5207 -3.0038 -1.0094 0.00
C 2.6468 -2.0183 -1.4381 0.00
C 1.8638 2.8702 -2.0546 0.03
C 2.6992 3.9116 -1.6428 0.00
C 3.2684 4.7405 -2.5939 0.00
C 3.0119 4.5279 -3.9432 0.00
C 2.1824 3.4920 -4.3508 0.00
C 1.5981 2.6631 -3.4073 0.01
C 2.2588 1.5554 0.4782 0.06
C 3.5654 1.2153 0.1195 -0.01
C 4.5140 0.9906 1.1026 0.00
C 4.1693 1.1271 2.4422 0.00
C 2.8747 1.4765 2.7994 0.00
C 1.9119 1.6820 1.8208 -0.01
H -1.1691 0.3713 -4.3379 -0.01
H -0.8123 0.5809 -6.7688 0.00
H 1.0409 -0.6409 -7.8551 0.00
H 2.5366 -2.0779 -6.5207 0.00
H 2.1952 -2.3017 -4.0916 0.00
H -0.2309 -3.8338 -1.4854 0.00
H 1.3344 -5.5787 -0.7131 0.00
H 3.7303 -5.0552 -0.4231 0.00
H 4.5706 -2.7768 -0.8803 0.00
H 3.0169 -1.0215 -1.6476 -0.01
H 2.9061 4.0700 -0.5914 0.00
H 3.9152 5.5499 -2.2846 0.00
H 3.4638 5.1764 -4.6818 0.00
H 1.9889 3.3323 -5.4029 0.00
H 0.9440 1.8582 -3.7178 -0.02
H 3.8502 1.1597 -0.9252 0.00
H 5.5283 0.7368 0.8256 0.00
H 4.9187 0.9774 3.2082 0.00
H 2.6177 1.6085 3.8422 0.00
H 0.9043 1.9630 2.0982 -0.01
C 1.9231 -2.2687 2.3134 0.00
C 0.5246 -2.1138 2.9286 0.00
C -0.1880 -3.4712 3.0089 0.00
C 0.5979 -1.4474 4.3087 0.00
C -0.2493 -1.2456 2.0304 -0.02
N -0.8406 -0.5713 1.3150 0.11
H 2.5173 -2.9109 2.9640 0.00
H 2.4247 -1.3043 2.2229 0.00
H 1.8652 -2.7319 1.3285 0.00
H 0.3867 -4.1259 3.6637 0.00
H -0.2546 -3.9383 2.0260 0.00
H -1.1919 -3.3701 3.4211 0.00
H 1.1823 -2.0859 4.9708 0.00
H -0.3939 -1.3205 4.7424 0.00
H 1.0863 -0.4752 4.2493 0.00
C -4.6394 -2.0788 2.4553 0.00
C -5.6278 -0.9381 2.6662 0.00
C -5.5853 0.0902 1.5415 0.00
S -3.9860 0.9344 1.4981 0.01
O -3.5066 0.7247 0.0250 0.02
C -4.4993 2.6579 1.5058 0.00
C -5.0343 3.0857 2.8697 0.00
C -3.9776 3.0706 3.9694 0.00
H -4.6969 -2.7964 3.2720 0.00
H -3.6093 -1.7135 2.4065 0.00
H -4.8520 -2.6101 1.5261 0.00
H -5.4456 -0.4437 3.6241 0.00
H -6.6455 -1.3283 2.7137 0.00
H -6.3638 0.8474 1.6282 0.00
H -5.6557 -0.3754 0.5563 0.00
H -5.2239 2.7694 0.6977 0.00
H -3.5923 3.2105 1.2496 0.00
H -5.8887 2.4644 3.1511 0.00
H -5.4299 4.0949 2.7479 0.00
H -3.5963 2.0652 4.1591 0.00
H -4.3943 3.4441 4.9028 0.00
H -3.1316 3.7069 3.7038 0.00

13
Properties=species:S:1:pos:R:3:nbo_charge:R:1 method="wB97M-V/def2-TZVPD" orbital_gap_ev=8.9 charge=0 lumo_energy_ev=0.057 relative_energy_kcal_mol=15.8
O -1.8434 0.1455 1.0338 -1.00
P -1.4125 -0.0821 -0.5439 1.09
C -0.4150 -1.5702 -0.3692 -0.66
C 0.9205 -1.4813 -0.1054 0.04
N 1.5096 -0.3984 0.4096 -0.45
C 1.2083 0.8227 0.2728 0.16
C 0.0287 1.3208 -0.5395 -0.79
H -2.3159 0.9539 1.2354 0.49
H -0.7353 -2.5898 -0.5296 0.24
H 1.6973 -2.3587 -0.1211 0.21
H 1.5626 1.5409 1.1230 0.18
H -0.5021 2.3225 -0.2008 0.25
H 0.2972 1.3742 -1.6651 0.25

8
Properties=species:S:1:pos:R:3:nbo_charge:R:1 method="wB97M-V/def2-TZVPD" orbital_gap_ev=10.0 charge=0 lumo_energy_ev=-1.124 relative_energy_kcal_mol=9.8
C -0.5067 0.2987 -1.2758 0.22
C 0.5279 -0.2095 -0.1712 -0.24
N -1.2902 0.5943 -2.0184 -0.24
N -0.3236 0.0782 0.9879 0.45
O -0.4532 1.2155 1.3868 -0.32
O -0.8933 -0.8678 1.5181 -0.33
Br 0.9673 -2.0393 -0.4399 0.23
Br 1.9718 0.9299 0.0124 0.23

10
Properties=species:S:1:pos:R:3:nbo_charge:R:1 method="wB97M-V/def2-TZVPD" orbital_gap_ev=10.0 charge=0 lumo_energy_ev=1.042 relative_energy_kcal_mol=16.1
C 2.3236 -0.2088 -0.1915 -0.35
C 1.2556 0.3891 0.2231 -0.24
C 0.0124 -0.2997 0.2698 -0.32
C -1.0845 0.3428 -0.1798 0.25
F -2.3087 -0.1802 -0.0376 -0.33
H 2.2769 -1.2586 -0.4004 0.18
H 3.2864 0.2066 -0.4094 0.20
H 1.3187 1.4189 0.5948 0.21
H -0.1309 -1.4526 0.3508 0.23
H -1.0151 1.3672 -0.5272 0.16